The following is a DFT calculation (ωB97M-V/def2-TZVPD) of C33H50IInNO30S as an isolated structure.

Element x y z (Å)
1 I 1.452 2.251 2.020
2 In 1.773 1.611 -3.412
3 S 2.352 4.004 -3.897
4 O -4.786 2.305 3.851
5 O -6.005 4.312 -0.897
6 O -5.849 -5.985 0.250
7 O 2.806 0.291 4.602
8 O 3.049 3.001 -10.584
9 O -0.325 -2.484 -0.219
10 O 4.695 -2.999 1.318
11 O 6.550 -0.163 -2.305
12 O -1.523 -7.642 1.471
13 O -3.733 0.658 4.905
14 O -2.824 2.722 4.861
15 O 7.466 0.456 -4.238
16 O 0.149 -0.317 0.174
17 O 3.364 -3.916 -0.198
18 O -6.491 5.140 -2.899
19 O -1.998 6.171 2.463
20 O -1.960 -0.981 -0.244
21 O -2.419 5.086 0.572
22 O -4.751 -4.405 -0.932
23 O -3.964 -5.122 1.043
24 O 4.545 -5.233 1.195
25 O 1.491 1.768 5.673
26 O -7.330 3.140 -2.289
27 O 1.529 -0.350 6.355
28 O -3.065 7.229 0.785
29 O 0.080 -7.310 3.012
30 O 5.352 -0.337 -4.208
31 O 1.505 2.038 -9.260
32 O 0.512 -6.887 0.876
33 O 3.534 2.448 -8.456
34 N -0.290 1.334 -2.969
35 C 7.922 0.103 -2.018
36 C -3.699 1.968 4.577
37 C 2.741 2.046 -7.319
38 C -1.695 4.785 2.726
39 C -0.638 -1.172 -0.082
40 C -2.535 6.256 1.232
41 C 0.757 0.361 7.324
42 C -1.550 4.223 1.329
43 C 1.640 -6.372 1.609
44 C 4.228 -4.147 0.804
45 C 6.352 -0.048 -3.645
46 C 1.904 2.627 -0.067
47 C -2.527 -2.178 -0.796
48 C -6.669 4.101 -2.052
49 C 3.178 1.883 -0.497
50 C -4.852 -5.101 0.026
51 C 2.032 0.543 5.462
52 C -5.852 6.205 -2.183
53 C 1.494 -7.076 2.941
54 C 4.247 -1.907 0.493
55 C 3.040 -2.505 -0.205
56 C -5.007 0.126 4.524
57 C 3.019 0.942 -1.704
58 C -5.460 -6.831 1.340
59 C -4.467 -5.960 2.086
60 C 1.560 1.372 -7.986
61 C -5.165 5.469 -1.050
62 C 8.348 0.927 -3.220
63 C 2.730 2.542 -9.530
64 C -1.542 -3.235 -0.331
65 C 0.397 1.637 6.583
66 C -0.413 -7.310 1.752
67 C -5.461 1.105 3.455
68 H 2.907 -2.158 -1.222
69 H 1.529 -5.290 1.696
70 H -0.886 2.023 -3.414
71 H -2.559 -2.075 -1.881
72 H 2.702 -0.043 -1.367
73 H 4.017 -1.042 1.110
74 H -5.167 6.732 -2.841
75 H -1.801 -3.639 0.649
76 H -3.528 -2.330 -0.412
77 H -0.792 4.706 3.324
78 H -4.951 -5.331 2.836
79 H 3.539 1.324 0.371
80 H 0.623 1.511 -7.456
81 H 3.944 2.626 -0.731
82 H -2.529 4.327 3.251
83 H -5.133 6.025 -0.118
84 H 2.450 2.935 -6.758
85 H 1.381 0.552 8.199
86 H -4.995 -7.730 0.934
87 H -0.528 1.546 6.010
88 H 4.014 0.802 -2.135
89 H -4.880 -0.891 4.164
90 H -0.535 4.300 0.941
91 H 1.807 -6.476 3.790
92 H 8.177 1.995 -3.073
93 H -1.889 3.195 1.239
94 H -0.475 1.384 -1.976
95 H 1.731 0.309 -8.158
96 H -6.337 -7.098 1.923
97 H 2.113 -2.367 0.349
98 H 2.006 -8.040 2.963
99 H -5.120 0.826 2.457
100 H 0.348 2.517 7.219
101 H 1.017 2.299 -0.600
102 H 8.460 -0.845 -1.955
103 H 3.309 1.384 -6.677
104 H -1.403 -4.051 -1.034
105 H -5.662 0.132 5.397
106 H 2.071 4.607 -2.734
107 H -4.158 5.148 -1.310
108 H 2.027 3.705 -0.117
109 H -6.532 1.280 3.442
110 H -6.624 6.891 -1.828
111 H 5.045 -1.653 -0.206
112 H 2.564 -6.591 1.084
113 H -0.103 -0.238 7.612
114 H 2.127 0.712 -4.890
115 H -3.644 -6.511 2.533
116 H 9.378 0.759 -3.526
117 H 7.998 0.632 -1.072

Properties
Orbital gap in eV: 6.17
HOMO level in eV: -4.945
Net charge: -1

=====

The following is a DFT calculation (ωB97M-V/def2-TZVPD) of C33H50N3O3P2Pt as an isolated structure.

Element x y z (Å)
1 Pt 0.326 0.789 -0.048
2 P -0.950 1.451 -1.874
3 P 1.913 -0.460 1.181
4 O -1.297 1.391 1.252
5 O 3.201 2.930 0.855
6 O 2.065 3.163 2.758
7 N -0.076 4.125 1.639
8 N -1.377 0.703 2.455
9 N 0.018 -1.166 -0.832
10 C -0.749 -3.311 0.120
11 C 0.207 -4.090 2.209
12 C -1.924 -0.574 2.401
13 C -0.555 -1.277 -2.081
14 C -0.576 -2.490 -2.799
15 C 2.232 3.336 1.444
16 C -3.475 0.811 -0.990
17 C -2.457 -1.607 -5.984
18 C -0.163 2.688 -3.002
19 C -0.683 -4.233 1.151
20 C 0.087 -2.188 0.106
21 C -2.486 -1.135 3.503
22 C -2.616 -0.404 4.706
23 C -0.641 2.754 -4.454
24 C 3.827 -2.224 0.086
25 C -2.660 2.016 -1.463
26 C -1.782 -1.481 -4.645
27 C 3.768 -1.001 3.311
28 C 1.352 2.475 -2.990
29 C -1.713 -0.276 -3.973
30 C 1.028 -2.969 2.202
31 C 0.983 -2.024 1.187
32 C -3.409 2.791 -2.543
33 C -1.641 1.489 3.572
34 C 3.302 -0.169 -1.264
35 C -2.212 0.943 4.682
36 C 0.271 -5.101 3.321
37 C 1.542 0.033 3.917
38 C -1.171 -2.581 -4.037
39 C 2.619 -0.102 2.846
40 C 1.102 4.118 0.785
41 C -1.083 -0.140 -2.731
42 C 3.430 -0.750 0.142
43 H -1.363 -5.079 1.139
44 H -1.752 -1.919 -6.757
45 H -1.489 -3.440 -0.657
46 H -0.728 -5.401 3.640
47 H 0.793 -4.697 4.188
48 H -1.719 2.854 -4.557
49 H -2.883 3.693 -2.854
50 H -3.259 -2.347 -5.956
51 H -0.102 -3.363 -2.370
52 H 4.205 -0.181 0.663
53 H -0.392 3.644 -2.512
54 H 0.800 -6.004 3.007
55 H -0.321 1.866 -4.999
56 H 1.471 5.137 0.646
57 H -2.164 0.594 -4.433
58 H 1.175 3.538 2.946
59 H 4.583 -1.053 2.591
60 H -2.835 -2.157 3.430
61 H 4.236 -0.326 -1.811
62 H -4.405 1.158 -0.535
63 H -4.383 3.094 -2.151
64 H -0.643 3.290 1.488
65 H 0.949 3.684 -0.206
66 H -3.067 -0.840 5.584
67 H -1.162 -3.536 -4.553
68 H -3.723 0.159 -1.829
69 H 3.108 0.903 -1.223
70 H 1.701 -2.824 3.036
71 H 2.497 -0.652 -1.821
72 H 0.811 0.789 3.648
73 H 2.008 0.331 4.859
74 H 1.002 -0.900 4.085
75 H 4.789 -2.327 -0.420
76 H -3.595 2.174 -3.424
77 H -1.302 2.512 3.508
78 H 1.836 3.201 -3.647
79 H -2.891 -0.657 -6.294
80 H 3.086 -2.797 -0.475
81 H 4.177 -0.585 4.234
82 H -0.640 4.952 1.513
83 H 3.910 -2.678 1.074
84 H -2.344 1.577 5.549
85 H -0.179 3.618 -4.937
86 H 1.595 1.475 -3.358
87 H -2.499 2.669 -0.600
88 H 3.446 -2.018 3.532
89 H 1.782 2.573 -1.993
90 H -1.799 -1.088 1.461
91 H 3.038 0.895 2.670
92 H -2.934 0.235 -0.240

Properties
2S+1: 4
Orbital gap (spin up / spin down) in eV: 5.37 / 6.06
Energy relative to the best compared isomer or geometry (same formula, charge and spin) in kJ/mol: 0.0
HOMO level (spin up / spin down) in eV: -5.023 / -6.860
Net charge: 0

=====

The highest net charge belongs to which entry? C33H50N3O3P2Pt

=====

net charge of number 1 (C33H50IInNO30S)? -1

=====

Which of these has the highest net charge? C33H50N3O3P2Pt

=====

What is the net charge in the second record? 0